--- w ---
# C3H8O2S

2 unconnected molecules or ions with the total composition C3H8O2S (ωB97M-V with the def2-TZVPD basis set, the OMol25 dataset).

Results
net charge = +1
lowest unoccupied orbital energy (alpha / beta) = -3.996 / -9.160 eV
HOMO level (alpha / beta) = -14.09 / -14.09 eV
2S+1 = 2
<S²> = 0.75

Each atom is followed by the atoms it is bonded to, with distances in Å.
Cartesian coordinates (Å):
1 O -0.516 1.536 0.450  C2 1.209
2 C -0.316 0.909 -0.565  O1 1.209, C3 1.537, H6 1.092
3 C 0.768 -0.169 -0.402  C2 1.537, C4 1.546, H7 1.101, H8 1.086
4 C 1.960 0.491 0.329  C3 1.546, S5 1.757, H9 1.084, H10 1.118
5 S 3.305 -0.498 0.876  C4 1.757, H11 1.359
6 H -0.781 1.155 -1.522  C2 1.092
7 H 1.155 -0.420 -1.401  C3 1.101
8 H 0.429 -1.059 0.121  C3 1.086
9 H 2.269 1.403 -0.169  C4 1.084
10 H 1.528 0.782 1.319  C4 1.118
11 H 2.722 -1.134 1.926  S5 1.359
12 H -4.307 -0.536 -0.924  O14 0.967
13 H -4.433 -1.509 0.189  O14 0.955
14 O -3.780 -0.950 -0.226  H12 0.967, H13 0.955

=====

--- x ---
# C3H8O2S

2 unconnected molecules or ions with the total composition C3H8O2S (ωB97M-V with the def2-TZVPD basis set, the OMol25 dataset).

Results
net charge = +1
lowest unoccupied orbital energy (alpha / beta) = -3.832 / -9.054 eV
HOMO level (alpha / beta) = -13.89 / -13.87 eV
2S+1 = 2
<S²> = 0.75

Each atom is followed by the atoms it is bonded to, with distances in Å.
Cartesian coordinates (Å):
1 C 1.101 0.443 1.483  S2 1.797, H4 1.089, H5 1.089, H6 1.091
2 S -0.614 -0.028 1.228  C1 1.797, C3 1.783
3 C -1.679 1.395 1.081  S2 1.783, H7 1.093, H8 1.099, H9 1.089
4 H 1.268 1.520 1.510  C1 1.089
5 H 1.646 0.011 0.645  C1 1.089
6 H 1.440 0.040 2.439  C1 1.091
7 H -2.619 0.911 0.804  C3 1.093
8 H -1.788 1.784 2.102  C3 1.099
9 H -1.491 2.228 0.405  C3 1.089
10 O 0.019 -2.004 -3.776  C11 1.181
11 C 0.250 -1.785 -2.638  O10 1.181, O12 1.361, H13 1.106
12 O 1.476 -1.366 -2.224  C11 1.361, H14 0.982
13 H -0.471 -1.910 -1.809  C11 1.106
14 H 1.462 -1.239 -1.250  O12 0.982

=====

The structure shown above that is most stable: x.